1.
The following is a quantum chemistry calculation of a molecular structure, C8H14CaN2O14 at a distorted geometry, from OMol25.

```
39
Properties=species:S:1:pos:R:3:forces:R:3:lowdin_charge:R:1
H 4.14026 0.98631 3.17434 0.0 0.2 0.1 0.08
O -2.23098 -3.33167 0.59738 0.1 -0.2 -0.1 -0.61
H 0.92449 1.63384 -3.75766 -0.3 -0.1 -0.1 0.13
C 3.17106 0.59107 3.47753 -0.5 -0.1 -0.1 -0.03
O -0.04603 0.72457 -2.14303 0.0 -0.2 0.0 0.08
H 2.64932 -0.12467 -1.95356 0.0 0.1 0.0 0.14
C 2.05925 0.94144 2.49980 -0.3 -0.7 0.3 -0.29
H -2.14425 -4.27169 0.45244 0.0 0.1 0.0 -0.14
H 3.17085 -1.32318 -4.09134 0.0 0.0 -0.1 0.08
C 2.02625 -0.04750 -2.85037 -0.8 -0.5 0.0 -0.32
H 1.75946 1.98459 2.59154 0.0 0.1 -0.2 0.15
O -0.58536 -1.11935 1.81029 0.5 -0.5 0.4 0.08
O -3.64089 -0.93367 2.77180 0.4 0.1 -0.3 -0.14
C 2.81234 -0.29584 -4.10560 0.1 0.3 -0.4 -0.04
H 3.23612 -0.06874 0.97078 -0.2 -0.3 0.0 0.13
H 3.67499 0.35729 -4.25747 0.0 0.1 0.3 0.08
O 1.17633 -0.25436 0.69653 0.0 -0.3 0.0 0.06
O -5.84985 -0.41574 -2.39603 -0.2 -0.1 0.3 -0.10
N -5.19161 0.08596 -1.45101 0.9 -0.3 -1.1 -0.61
O -4.41684 -0.15341 4.62607 0.3 0.2 0.0 -0.12
O 0.91251 0.14738 2.87020 0.4 0.3 0.0 0.10
H 2.86431 0.94853 4.46012 0.3 0.1 0.1 0.08
Ca -2.44696 -1.18646 0.48743 -1.6 0.9 -0.1 1.38
O 1.05327 -1.11681 -2.76477 0.3 0.3 0.3 0.07
N -4.18153 0.01829 3.40043 -0.7 -0.9 0.4 -0.63
H -1.13375 1.52536 0.56984 -0.1 0.1 0.0 -0.14
H 3.23042 -0.49577 3.54787 0.1 0.0 -0.1 0.09
O -4.55184 1.02921 2.82327 0.1 0.5 -0.1 -0.02
H 2.39882 1.37353 0.39603 -0.2 -0.1 -0.1 0.13
C 1.11076 1.19529 -2.77587 1.4 -0.3 0.1 -0.11
H 1.63723 1.93243 -2.16076 -0.5 0.2 0.0 0.12
C 2.30349 0.50115 1.04878 0.5 0.8 0.2 -0.12
C -0.03191 -0.63997 -2.08535 0.3 1.2 -0.5 -0.53
O -5.34953 1.25448 -1.13016 -0.3 0.2 0.4 -0.02
O -4.27358 -0.61467 -0.92927 -0.5 -0.1 0.1 -0.19
C 0.39686 -0.47787 1.79699 0.1 0.5 -0.1 -0.53
O -0.84735 -1.29501 -1.56393 -0.5 -0.8 0.2 0.16
O -1.94253 1.07085 0.31077 0.7 -0.5 0.1 -0.53
H 2.15643 -0.13518 -4.96408 0.0 -0.3 0.0 0.09
```
Positions in Å, forces in eV/Å.

Values from the calculation:
- HOMO-LUMO gap (eV) = 4.987
- charge = -2
- LUMO (eV) = 3.631

***

2.
The following is a quantum chemistry calculation of a molecular structure, C8H14CaN2PS at a distorted geometry, from OMol25.

```
27
Properties=species:S:1:pos:R:3:forces:R:3:lowdin_charge:R:1
H 2.55871 -0.55105 -3.14382 -0.4 0.0 0.1 0.09
C 0.60661 0.34115 4.11328 0.3 0.2 0.8 -0.23
H 1.27321 -2.67155 -2.02622 -0.2 0.3 -0.1 0.08
H -1.44019 -0.29675 4.60388 0.2 0.5 -0.3 0.10
C -0.80009 -0.66945 -3.75402 1.4 0.6 -0.5 -0.24
H 0.66311 0.96515 -4.37092 -0.1 -0.3 0.2 0.09
H -1.98699 -0.42075 2.08188 1.0 0.1 0.1 0.09
P -0.50059 2.20315 -1.17842 -1.7 5.7 1.6 0.49
C 0.80241 -1.85725 -2.58182 -0.1 -1.6 -2.1 -0.32
H -1.46789 2.45875 -0.17702 0.4 0.5 -0.5 -0.14
H 2.19151 -0.40605 2.78188 -1.2 0.1 -0.2 0.12
Ca 0.02341 0.03215 -1.57952 0.3 -4.0 4.1 0.21
H -1.73669 -0.32355 -4.19382 0.3 -0.1 0.2 0.09
C 0.48321 0.04605 -3.80882 -0.3 -0.9 -2.2 -0.31
N 1.18821 -0.21595 2.91708 -2.0 -0.3 -1.2 -0.03
S 0.41481 -1.48355 0.70388 0.3 -1.1 -1.7 0.54
H -1.35909 -2.57465 -2.74262 0.3 0.3 0.0 0.09
H -1.02459 2.97025 -2.24892 -0.6 0.6 -0.4 -0.17
C -0.92259 0.34155 3.85568 -0.5 0.2 0.6 -0.23
H 0.55011 3.05005 -0.74722 0.0 0.1 0.2 -0.16
H 0.85411 -0.31215 4.97898 -0.1 0.6 -0.3 0.11
C 1.49101 -0.76485 -3.19762 -1.0 -0.6 -0.5 -0.27
N -1.08409 -0.22905 2.54018 2.6 -0.4 -0.3 -0.02
C -0.60519 -1.83095 -3.00512 1.6 -0.4 0.0 -0.24
C 0.17201 -0.53855 2.00968 -0.5 0.7 2.2 -0.91
H 0.99331 1.36715 4.28918 -0.2 -0.4 0.1 0.09
H -1.33769 1.37065 3.88038 0.2 -0.4 0.2 0.09
```
Positions in Å, forces in eV/Å.

Values from the calculation:
- HOMO-LUMO gap (spin up / spin down) (eV) = 2.854 / 2.853
- charge = -1
- LUMO (spin up / spin down) (eV) = 3.017 / 3.017

***

3.
The following is a quantum chemistry calculation of 4 unconnected molecules or ions with the total composition C8H14Cl4N2 at a distorted geometry, from OMol25.

```
28
Properties=species:S:1:pos:R:3:forces:R:3:lowdin_charge:R:1
Cl -2.98300 0.99187 -3.76799 -0.1 -0.1 -0.2 0.53
H -4.22008 2.91925 -0.87404 0.2 -0.1 0.0 0.07
C 1.84982 1.00247 0.01451 0.1 0.2 -0.8 -0.10
H 2.58038 0.72433 0.77414 -0.4 -0.2 0.1 0.06
H 6.11084 -2.19866 -0.76144 0.0 0.3 -0.1 0.07
H 4.26369 -0.97996 1.30601 0.5 -0.5 0.9 0.04
C 0.45476 0.62492 0.25311 -3.8 -0.8 0.8 -0.23
H 4.60786 -2.80879 1.35213 0.4 0.4 0.2 0.07
H 2.11796 0.55016 -0.94028 0.2 -0.3 0.2 0.06
Cl 3.26130 -2.03354 -0.34373 -0.5 -0.5 -1.0 0.58
N -0.68740 0.33066 0.38357 4.2 1.1 -0.5 0.14
H 6.77351 -1.62618 0.77899 -0.2 -0.2 0.1 0.06
N -3.00582 -0.72738 4.08093 -0.8 -0.4 -2.2 0.12
Cl 6.06711 0.18642 -0.46061 -0.4 -0.5 0.0 0.52
Cl -5.03411 0.69351 -0.83584 0.4 0.8 -0.6 0.52
C -4.24789 2.15379 -1.64954 -0.2 -0.6 0.7 -0.57
H -2.19381 2.64529 -2.34209 -0.6 0.5 -0.1 0.07
C 4.60183 -1.87679 0.78693 0.5 1.3 -0.7 -0.64
H -4.96435 2.46895 -2.40813 0.4 -0.1 -0.1 0.06
H -2.99305 -2.10180 1.38128 -0.1 -0.3 -0.1 0.09
C 5.94361 -1.52568 0.07951 -0.3 -0.5 0.6 -0.63
C -2.87028 1.80539 -2.18376 0.6 -0.1 -0.3 -0.66
H 1.96664 2.06854 -0.18035 -0.4 0.1 0.3 0.08
H -3.47247 -0.53401 0.88116 -0.3 0.2 0.5 0.01
C -3.66912 -1.28797 1.64338 0.1 -1.0 -1.1 -0.12
H -4.68959 -1.67065 1.62645 0.0 0.2 -0.3 0.09
H -2.23942 1.15764 -1.57503 -0.7 -0.2 0.4 0.03
C -3.32893 -0.95178 2.98075 1.1 1.2 3.4 -0.30
```
Positions in Å, forces in eV/Å.

Values from the calculation:
- HOMO-LUMO gap (eV) = 11.125
- SMILES = ClCCCl.ClCCCl.CC#N.CC#N
- LUMO (eV) = 0.453

***

For each record above, in turn, the calculated calculated total energy values are -2153.636970, -1839.713344, -2263.470165 Eh.